[1]
A structure of composition C46H43N2OP2Y. Source: the OMol25 dataset; level of theory: ωB97M-V with the def2-TZVPD basis set.

Each line ends with the Löwdin charge.
Atoms and positions in Å:
Y: 0.468 -0.023 -0.298  1.334
C: 2.171 -0.478 -5.381  -0.041
C: 1.116 -0.690 -4.288  -0.384
C: 0.010 -1.625 -4.773  -0.055
C: 1.796 -1.169 -3.025  -0.216
C: 1.916 -2.522 -2.694  0.005
C: 2.591 -2.933 -1.557  0.004
C: 3.177 -2.022 -0.677  -0.259
C: 3.924 -2.477 0.538  -0.012
C: 3.053 -0.666 -0.984  -0.112
C: 2.384 -0.252 -2.147  -0.138
H: 1.703 -0.102 -6.291  0.090
H: 2.666 -1.420 -5.622  0.095
H: 2.935 0.234 -5.070  0.084
H: 0.667 0.286 -4.061  0.132
H: 0.423 -2.554 -5.167  0.089
H: -0.544 -1.156 -5.584  0.092
H: -0.695 -1.878 -3.977  0.061
H: 1.473 -3.270 -3.338  0.120
H: 2.665 -3.991 -1.342  0.132
H: 3.677 -1.868 1.409  0.074
H: 4.999 -2.391 0.374  0.102
H: 3.700 -3.515 0.770  0.093
H: 3.475 0.090 -0.324  0.106
H: 2.317 0.817 -2.365  0.124
O: 0.565 -1.951 1.456  -0.059
C: 0.989 -0.841 1.796  -0.418
C: 1.628 -0.434 3.047  -0.232
C: 1.864 -1.239 4.162  0.005
C: 2.426 -0.673 5.291  -0.035
C: 2.732 0.686 5.318  -0.030
C: 2.500 1.494 4.214  -0.063
C: 1.961 0.931 3.061  -0.303
P: 1.634 1.891 1.540  1.042
C: 3.268 2.383 0.908  -0.396
C: 3.305 3.049 -0.320  -0.127
C: 4.513 3.379 -0.909  -0.061
C: 5.705 3.033 -0.285  -0.052
C: 5.679 2.368 0.929  -0.052
C: 4.468 2.046 1.528  -0.075
C: 0.785 3.393 2.084  -0.384
C: 1.422 4.629 2.171  -0.075
C: 0.710 5.747 2.582  -0.056
C: -0.631 5.633 2.913  -0.057
C: -1.269 4.402 2.831  -0.065
C: -0.567 3.286 2.411  -0.108
H: 1.591 -2.286 4.130  0.128
H: 2.616 -1.278 6.166  0.120
H: 3.153 1.118 6.215  0.121
H: 2.734 2.550 4.258  0.121
H: 2.383 3.335 -0.818  0.093
H: 4.525 3.908 -1.853  0.115
H: 6.650 3.284 -0.745  0.117
H: 6.605 2.101 1.420  0.117
H: 4.468 1.521 2.474  0.102
H: 2.470 4.721 1.916  0.107
H: 1.208 6.705 2.651  0.116
H: -1.182 6.504 3.241  0.115
H: -2.314 4.314 3.096  0.112
H: -1.072 2.325 2.354  0.103
N: -2.882 -0.046 -1.597  -0.111
P: -2.150 -1.246 -0.643  0.998
C: -3.312 -1.564 0.700  -0.350
C: -4.048 -0.512 1.246  -0.097
C: -4.883 -0.741 2.327  -0.065
C: -4.978 -2.014 2.873  -0.054
C: -4.240 -3.059 2.338  -0.054
C: -3.406 -2.839 1.253  -0.074
C: -2.085 -2.729 -1.664  -0.387
C: -1.085 -3.655 -1.375  -0.124
C: -1.000 -4.833 -2.104  -0.065
C: -1.901 -5.083 -3.127  -0.048
C: -2.903 -4.164 -3.415  -0.053
C: -3.002 -2.995 -2.680  -0.081
C: -2.418 1.252 -1.641  -0.372
C: -3.221 2.241 -2.233  0.009
C: -2.785 3.542 -2.255  -0.018
C: -1.552 3.858 -1.681  -0.036
C: -0.823 2.839 -1.130  -0.143
N: -1.217 1.540 -1.112  -0.034
H: -3.830 -0.154 -1.930  0.118
H: -3.983 0.485 0.824  0.098
H: -5.465 0.072 2.739  0.113
H: -5.633 -2.193 3.715  0.116
H: -4.320 -4.051 2.761  0.116
H: -2.844 -3.663 0.832  0.105
H: -0.380 -3.469 -0.569  0.090
H: -0.230 -5.556 -1.868  0.115
H: -1.834 -6.000 -3.697  0.118
H: -3.610 -4.366 -4.208  0.118
H: -3.791 -2.291 -2.911  0.105
H: -4.177 1.966 -2.658  0.125
H: -3.398 4.311 -2.705  0.128
H: -1.179 4.870 -1.656  0.120
H: 0.129 3.044 -0.656  0.064

The calculation puts the highest occupied orbital energy at -12.77 eV. The value obtained for the energy above the lowest of the compared OMol25 structures with the same formula, charge and spin is 36.4 kJ/mol. The charge is +2. As for the orbital gap: 7.19 eV.

***

[2]
A structure of composition C20H41MoN2P3S. Source: the OMol25 dataset; level of theory: ωB97M-V with the def2-TZVPD basis set.

Each line ends with the Löwdin charge.
Atoms and positions in Å:
Mo: 0.014 -0.594 0.170  1.129
P: -2.283 0.237 -0.071  0.749
P: 0.429 0.135 2.593  0.743
P: -0.763 -2.739 1.015  0.741
H: 2.223 -1.329 -1.239  0.057
C: 1.320 -1.868 -0.906  -0.237
C: 0.084 -1.499 -1.667  -0.347
H: 0.240 -0.938 -2.596  0.063
C: -2.742 1.912 -0.651  -0.224
C: -3.066 0.243 1.593  -0.213
C: -3.428 -0.789 -1.059  -0.216
C: 2.239 0.024 2.894  -0.208
C: 0.034 1.896 2.954  -0.209
C: -0.288 -0.679 4.061  -0.237
C: -1.469 -3.989 -0.146  -0.194
C: -2.002 -3.065 2.334  -0.215
C: 0.700 -3.510 1.822  -0.209
H: 1.497 -2.936 -0.713  0.082
H: -0.748 -2.186 -1.817  0.043
H: -2.238 2.137 -1.600  0.023
H: -2.456 2.663 0.097  0.060
H: -3.829 1.978 -0.805  0.091
H: -2.558 0.949 2.261  0.031
H: -3.037 -0.750 2.055  0.018
H: -4.117 0.547 1.501  0.095
H: -3.001 -0.958 -2.055  0.060
H: -4.387 -0.259 -1.173  0.081
H: -3.622 -1.758 -0.583  0.049
H: 2.436 0.146 3.972  0.094
H: 2.756 0.808 2.321  0.030
H: 2.613 -0.951 2.550  0.054
H: 0.083 2.057 4.042  0.087
H: -0.973 2.156 2.608  0.037
H: 0.740 2.568 2.453  0.046
H: 0.048 -0.127 4.954  0.086
H: 0.040 -1.722 4.137  0.043
H: -1.384 -0.638 4.022  0.054
H: -1.558 -4.936 0.415  0.089
H: -0.834 -4.129 -1.034  0.064
H: -2.466 -3.663 -0.491  0.062
H: -2.030 -4.162 2.456  0.090
H: -3.004 -2.727 2.036  0.058
H: -1.713 -2.614 3.287  0.032
H: 0.507 -4.596 1.865  0.092
H: 0.830 -3.087 2.832  0.046
H: 1.616 -3.333 1.248  0.035
C: 0.713 1.734 -4.257  -0.512
C: 1.145 1.122 -3.088  -0.180
C: 2.459 0.887 -2.784  -0.058
C: 3.452 1.545 -3.533  0.051
C: 3.036 2.290 -4.648  0.028
C: 1.682 2.374 -5.050  0.016
S: -1.039 1.732 -4.404  1.093
H: -1.095 2.913 -5.003  -0.044
H: 0.370 0.936 -2.353  0.036
H: 2.722 0.158 -2.029  0.075
H: 4.497 1.501 -3.200  0.151
H: 3.827 2.788 -5.241  0.155
H: 1.388 2.864 -5.986  0.149
N: 2.458 1.557 0.161  -0.004
C: 2.772 2.864 0.066  0.016
C: 1.591 3.538 -0.182  0.021
C: 0.579 2.575 -0.212  -0.103
N: 1.120 1.323 -0.050  -0.154
H: 3.147 0.808 0.238  0.172
H: 3.771 3.248 0.235  0.167
H: 1.434 4.599 -0.286  0.139
H: -0.482 2.716 -0.337  0.082

The calculation puts the highest occupied orbital energy (alpha / beta) at -21.23 / -21.08 eV. The value obtained for the energy above the lowest of the compared OMol25 structures with the same formula, charge and spin is 115.5 kJ/mol. The spin multiplicity is 3. The charge is +4. As for the orbital gap (alpha / beta): 6.27 / 6.04 eV.

***

[3]
The ion C7H10NO2 with charge +1. Source: the OMol25 dataset; level of theory: ωB97M-V with the def2-TZVPD basis set.

Each line ends with the Löwdin charge.
Atoms and positions in Å:
C: -2.005 -1.158 -2.033  -0.082
C: -1.920 0.096 -1.526  -0.070
C: -1.125 -2.140 -1.565  -0.044
C: -0.942 0.436 -0.579  -0.015
C: -0.150 -1.850 -0.611  -0.015
C: -0.009 -0.537 -0.218  -0.226
C: 0.982 0.592 1.599  -0.367
N: 1.627 2.026 1.026  0.237
O: 1.898 0.526 2.620  0.088
O: 1.068 -0.360 0.690  0.055
H: -2.832 -1.330 -2.697  0.114
H: -2.767 0.754 -1.792  0.131
H: -1.073 -3.291 -1.920  0.169
H: -0.784 1.422 -0.273  0.084
H: 0.641 -2.536 -0.335  0.128
H: -0.126 0.821 1.968  0.219
H: 2.459 1.906 1.624  0.140
H: 1.194 3.005 1.262  0.212
H: 1.806 1.979 0.028  0.147
H: 2.059 -0.362 2.733  0.095

The calculation puts the highest occupied orbital energy at -13.07 eV. The value obtained for the energy above the lowest of the compared OMol25 structures with the same formula, charge and spin is 73.0 kJ/mol. Its structure (SMILES) is [NH3+][C@H](O)Oc1ccccc1. The charge is +1. As for the orbital gap: 9.76 eV.

***

[4]
A structure of composition C33H29BrCl2FN4O4V. Source: the OMol25 dataset; level of theory: ωB97M-V with the def2-TZVPD basis set.

Each line ends with the Löwdin charge.
Atoms and positions in Å:
V: -0.371 -0.216 -1.527  0.996
C: 4.821 -0.782 3.733  -0.032
C: 3.602 -0.020 4.217  -0.272
C: 3.055 -0.587 5.513  -0.136
C: 1.868 0.222 5.995  -0.112
C: 0.812 0.279 4.930  -0.116
C: -0.512 0.447 5.252  0.089
C: -1.491 0.486 4.255  -0.240
F: -2.759 0.647 4.631  0.108
C: -1.189 0.356 2.934  0.050
C: 0.161 0.188 2.575  -0.036
C: 0.529 0.049 1.197  -0.230
O: -0.424 0.064 0.311  -0.202
C: 1.869 -0.073 0.877  -0.029
C: 2.804 -0.100 1.904  0.067
N: 2.495 -0.014 3.183  0.072
C: 1.159 0.148 3.566  -0.038
C: 2.387 -0.143 -0.510  -0.493
O: 3.548 -0.163 -0.801  0.157
O: 1.416 -0.137 -1.432  -0.151
H: 5.511 -0.865 4.572  0.100
H: 5.364 -0.283 2.933  0.087
H: 4.560 -1.792 3.415  0.105
H: 3.856 1.034 4.367  0.167
H: 3.859 -0.567 6.248  0.135
H: 2.781 -1.636 5.366  0.142
H: 2.189 1.239 6.241  0.141
H: 1.444 -0.201 6.905  0.133
H: -0.814 0.543 6.287  0.147
H: -1.960 0.366 2.181  0.076
H: 3.847 -0.197 1.645  0.142
O: -0.297 0.058 -3.656  -0.157
C: -0.308 1.211 -4.551  -0.172
C: 1.012 1.932 -4.608  -0.135
C: 1.568 2.302 -3.229  -0.108
C: 0.550 2.921 -2.306  -0.234
C: 0.519 4.304 -2.158  0.012
C: -0.396 4.899 -1.311  -0.017
C: -1.267 4.088 -0.602  -0.024
C: -1.189 2.726 -0.797  -0.118
N: -0.323 2.136 -1.638  0.058
H: 0.241 -0.647 -4.042  0.127
H: -1.081 1.868 -4.160  0.103
H: -0.633 0.847 -5.526  0.143
H: 0.828 2.829 -5.207  0.135
H: 1.758 1.349 -5.151  0.131
H: 2.389 3.006 -3.361  0.130
H: 1.994 1.416 -2.761  0.097
H: 1.229 4.902 -2.711  0.129
H: -0.422 5.974 -1.199  0.126
H: -1.990 4.494 0.089  0.119
H: -1.845 2.059 -0.253  0.103
Br: -2.825 -1.713 0.690  0.959
C: -3.462 -0.664 -0.739  -0.665
C: -4.841 -0.591 -0.883  -0.079
C: -5.367 0.174 -1.904  -0.008
C: -4.495 0.861 -2.738  -0.010
C: -3.144 0.749 -2.504  -0.120
N: -2.609 -0.008 -1.527  -0.031
H: -5.473 -1.133 -0.196  0.113
H: -6.438 0.240 -2.038  0.131
H: -4.847 1.478 -3.551  0.126
H: -2.440 1.288 -3.115  0.085
Cl: -2.340 -2.591 -3.905  0.775
C: -1.534 -3.675 -2.828  -0.573
C: -1.724 -5.035 -2.975  -0.068
C: -1.089 -5.908 -2.098  -0.018
C: -0.281 -5.428 -1.075  -0.068
C: -0.103 -4.066 -0.937  -0.574
Cl: 0.886 -3.466 0.351  0.783
C: -0.716 -3.174 -1.815  -0.374
N: -0.529 -1.828 -1.671  -0.025
H: -2.364 -5.401 -3.764  0.120
H: -1.226 -6.973 -2.214  0.128
H: 0.208 -6.103 -0.388  0.121

The calculation puts the highest occupied orbital energy (alpha / beta) at -13.97 / -13.96 eV. The charge is +2. As for the orbital gap (alpha / beta): 7.66 / 7.17 eV.

***

[5]
An isolated molecule of C6H9N. Source: the OMol25 dataset; level of theory: ωB97M-V with the def2-TZVPD basis set.

Each line ends with the Löwdin charge.
Atoms and positions in Å:
C: -1.719 2.482 -0.094  -0.158
C: -1.035 1.617 0.901  -0.073
C: 0.076 0.942 0.854  -0.204
C: 0.981 -0.104 0.690  -0.145
N: 0.664 -1.443 0.463  -0.096
C: 1.397 -2.185 -0.543  -0.122
C: -0.053 -1.873 -0.714  -0.114
H: -1.281 3.482 0.032  0.078
H: -2.786 2.596 0.126  0.057
H: -1.597 2.214 -1.157  0.065
H: 2.022 0.041 0.970  0.117
H: 0.628 0.819 1.901  0.166
H: 1.717 -3.185 -0.260  0.103
H: 2.098 -1.632 -1.168  0.109
H: -0.321 -1.119 -1.452  0.112
H: -0.792 -2.653 -0.548  0.105

The calculation puts the highest occupied orbital energy (alpha / beta) at -6.92 / -6.92 eV. The value obtained for the energy above the lowest of the compared OMol25 structures with the same formula, charge and spin is 642.0 kJ/mol. As for the orbital gap (alpha / beta): 7.55 / 7.55 eV.

***

[6]
An isolated molecule of C24H33N7. Source: the OMol25 dataset; level of theory: ωB97M-V with the def2-TZVPD basis set.

Each line ends with the Löwdin charge.
Atoms and positions in Å:
C: 1.624 -1.003 4.088  -0.092
H: 2.143 -0.447 4.864  0.072
H: 0.570 -1.045 4.348  0.057
C: 1.832 -0.360 2.722  -0.182
H: 1.476 -1.041 1.946  0.095
H: 2.901 -0.214 2.557  0.119
C: 1.148 1.010 2.518  -0.494
N: -0.300 0.842 2.601  0.029
C: -1.342 0.736 1.729  -0.251
N: -2.432 0.528 2.442  0.075
N: -2.071 0.505 3.712  -0.022
N: -0.826 0.685 3.825  0.035
C: -1.502 0.902 0.248  -0.212
N: -0.612 0.071 -0.552  -0.137
C: -1.019 0.055 -1.950  -0.161
C: 0.019 -0.708 -2.764  -0.169
N: 0.087 -2.078 -2.297  -0.173
C: 0.433 -2.094 -0.890  -0.162
C: -0.608 -1.312 -0.098  -0.157
H: -0.367 -1.355 0.965  0.107
H: -1.597 -1.780 -0.240  0.138
H: 0.455 -3.129 -0.543  0.127
H: 1.430 -1.646 -0.718  0.129
C: 0.994 -2.891 -3.088  -0.162
C: 0.828 -4.348 -2.765  -0.209
C: 1.918 -5.189 -2.569  -0.110
N: 1.813 -6.477 -2.297  0.058
C: 0.603 -6.999 -2.200  -0.157
C: -0.558 -6.258 -2.370  -0.056
C: -0.440 -4.911 -2.659  -0.026
H: -1.310 -4.285 -2.795  0.116
H: -1.527 -6.725 -2.279  0.100
H: 0.567 -8.057 -1.974  0.102
H: 2.930 -4.808 -2.634  0.112
H: 2.049 -2.594 -2.944  0.127
H: 0.744 -2.735 -4.143  0.131
H: -0.274 -0.708 -3.816  0.125
H: 0.996 -0.198 -2.672  0.130
H: -1.109 1.074 -2.323  0.114
H: -1.998 -0.442 -2.064  0.134
C: -1.432 2.389 -0.059  -0.178
C: -0.452 2.979 -0.844  -0.065
C: -0.463 4.346 -1.070  -0.033
C: -1.439 5.159 -0.514  -0.281
C: -2.416 4.563 0.278  -0.033
C: -2.416 3.201 0.498  -0.019
H: -3.184 2.753 1.112  0.114
H: -3.187 5.176 0.722  0.115
C: -1.444 6.639 -0.741  -0.052
H: -2.442 6.982 -1.008  0.080
H: -1.147 7.159 0.170  0.084
H: -0.753 6.915 -1.533  0.074
H: 0.307 4.783 -1.690  0.111
H: 0.328 2.379 -1.284  0.107
H: -2.553 0.592 0.079  0.159
C: 1.549 1.567 1.158  -0.019
H: 1.211 0.913 0.358  0.066
H: 1.121 2.555 1.014  0.080
H: 2.632 1.653 1.113  0.097
C: 1.550 2.001 3.613  -0.030
H: 1.188 1.670 4.581  0.069
H: 2.633 2.092 3.644  0.093
H: 1.124 2.980 3.404  0.090
H: 2.018 -2.017 4.076  0.073

The calculation puts the highest occupied orbital energy at -9.03 eV. Its structure (SMILES) is CCC(C)(C)n1nnnc1[C@@H](c1ccc(C)cc1)N1CCN(Cc2cccnc2)CC1. As for the orbital gap: 9.64 eV.

***

Number 1: F_max 1.47 eV Å⁻¹. Number 2: F_max 5.16 eV Å⁻¹. Number 3: F_max 3.80 eV Å⁻¹. Number 4: F_max 1.10 eV Å⁻¹. Number 5: F_max 0.32 eV Å⁻¹. Number 6: F_max 1.33 eV Å⁻¹.